Entry 1:
# C18H35BaF5NO8Te

A structure of composition C18H35BaF5NO8Te in a non-equilibrium geometry (the ωB97M-V functional and the def2-TZVPD basis, the Open Molecules 2025 dataset).

Cartesian coordinates (Å):
1 Ba 0.159 -0.720 -0.604
2 C -0.997 -3.172 1.680
3 C -1.793 -3.353 0.392
4 O -0.981 -3.089 -0.753
5 C -0.716 -4.060 -1.756
6 C 0.268 -3.457 -2.760
7 O 1.430 -2.895 -2.162
8 C 2.466 -3.813 -1.843
9 C 2.387 -4.283 -0.402
10 O 2.394 -3.194 0.507
11 C 3.677 -2.625 0.729
12 C 3.717 -1.196 0.245
13 O 2.736 -0.497 0.992
14 C 2.805 0.912 0.932
15 C 1.892 1.411 2.030
16 O 0.588 0.855 1.870
17 C 0.070 0.138 3.002
18 C 0.176 -1.377 2.896
19 O -0.679 -1.788 1.841
20 H -0.085 -3.779 1.643
21 H -1.591 -3.491 2.544
22 H -2.627 -2.647 0.369
23 H -2.194 -4.365 0.316
24 H -1.643 -4.315 -2.278
25 H -0.333 -4.968 -1.278
26 H -0.200 -2.643 -3.317
27 H 0.543 -4.238 -3.475
28 H 3.409 -3.290 -2.020
29 H 2.437 -4.671 -2.522
30 H 3.213 -4.970 -0.188
31 H 1.459 -4.823 -0.220
32 H 4.465 -3.208 0.245
33 H 3.864 -2.636 1.806
34 H 3.503 -1.130 -0.831
35 H 4.712 -0.770 0.415
36 H 2.506 1.287 -0.060
37 H 3.828 1.263 1.109
38 H 1.826 2.502 1.996
39 H 2.309 1.123 2.996
40 H -0.983 0.412 3.085
41 H 0.579 0.469 3.910
42 H -0.156 -1.835 3.835
43 H 1.209 -1.692 2.705
44 F -2.695 -1.259 -2.509
45 Te -2.095 0.552 -2.629
46 F -1.836 2.337 -3.147
47 F -2.238 0.097 -0.653
48 F -3.790 1.173 -2.145
49 F -2.655 0.332 -4.385
50 O -0.351 0.010 -2.876
51 O -0.731 2.024 -0.918
52 C -1.202 2.916 -0.192
53 C -0.289 3.934 0.458
54 C -0.596 5.416 0.118
55 C -1.788 5.626 -0.815
56 C -3.133 5.391 -0.126
57 C -3.113 4.138 0.744
58 N -2.509 3.011 0.050
59 H 0.714 3.667 0.129
60 H -0.332 3.763 1.537
61 H 0.294 5.846 -0.340
62 H -0.759 5.974 1.043
63 H -1.691 4.967 -1.682
64 H -1.763 6.642 -1.211
65 H -3.924 5.313 -0.873
66 H -3.383 6.243 0.511
67 H -4.119 3.843 1.041
68 H -2.557 4.314 1.667
69 H -3.113 2.348 -0.417

Output
Charge: +1
Lowest unoccupied orbital energy in eV: -3.2

Need the natural (NBO) charges? In units of e they are: atom 1 (Ba): 1.835, atom 2 (C): -0.089, atom 3 (C): -0.090, atom 4 (O): -0.630, atom 5 (C): -0.083, atom 6 (C): -0.102, atom 7 (O): -0.575, atom 8 (C): -0.098, atom 9 (C): -0.089, atom 10 (O): -0.559, atom 11 (C): -0.090, atom 12 (C): -0.090, atom 13 (O): -0.581, atom 14 (C): -0.095, atom 15 (C): -0.079, atom 16 (O): -0.585, atom 17 (C): -0.081, atom 18 (C): -0.100, atom 19 (O): -0.605, atom 20 (H): 0.190, atom 21 (H): 0.196, atom 22 (H): 0.221, atom 23 (H): 0.206, atom 24 (H): 0.209, atom 25 (H): 0.171, atom 26 (H): 0.234, atom 27 (H): 0.196, atom 28 (H): 0.193, atom 29 (H): 0.195, atom 30 (H): 0.189, atom 31 (H): 0.191, atom 32 (H): 0.192, atom 33 (H): 0.201, atom 34 (H): 0.172, atom 35 (H): 0.195, atom 36 (H): 0.172, atom 37 (H): 0.201, atom 38 (H): 0.198, atom 39 (H): 0.191, atom 40 (H): 0.209, atom 41 (H): 0.193, atom 42 (H): 0.195, atom 43 (H): 0.198, atom 44 (F): -0.641, atom 45 (Te): 3.338, atom 46 (F): -0.600, atom 47 (F): -0.699, atom 48 (F): -0.594, atom 49 (F): -0.605, atom 50 (O): -1.193, atom 51 (O): -0.743, atom 52 (C): 0.736, atom 53 (C): -0.509, atom 54 (C): -0.401, atom 55 (C): -0.411, atom 56 (C): -0.410, atom 57 (C): -0.224, atom 58 (N): -0.590, atom 59 (H): 0.230, atom 60 (H): 0.229, atom 61 (H): 0.226, atom 62 (H): 0.208, atom 63 (H): 0.213, atom 64 (H): 0.230, atom 65 (H): 0.221, atom 66 (H): 0.215, atom 67 (H): 0.226, atom 68 (H): 0.196, atom 69 (H): 0.429


Entry 2:
# C18H35Br4MnO9

A structure of composition C18H35Br4MnO9 in a non-equilibrium geometry (the ωB97M-V functional and the def2-TZVPD basis, the Open Molecules 2025 dataset).

Cartesian coordinates (Å):
1 Mn -18.941 -19.580 -15.970
2 C -18.962 -22.999 -17.805
3 C -19.634 -22.756 -16.442
4 O -19.580 -21.450 -16.081
5 H -17.882 -22.804 -17.685
6 H -19.144 -22.174 -18.499
7 H -19.072 -23.977 -18.280
8 H -19.085 -23.438 -15.755
9 H -20.668 -23.156 -16.519
10 C -22.491 -18.199 -17.015
11 C -21.111 -18.479 -17.588
12 O -20.081 -18.077 -16.716
13 H -22.605 -18.775 -16.094
14 H -23.205 -18.754 -17.659
15 H -22.740 -17.144 -17.008
16 H -20.956 -18.135 -18.623
17 H -20.959 -19.577 -17.659
18 C -15.823 -20.819 -17.396
19 C -15.982 -19.363 -17.002
20 O -17.260 -18.865 -16.897
21 H -15.881 -21.513 -16.553
22 H -14.767 -20.906 -17.733
23 H -16.292 -21.214 -18.299
24 H -15.461 -18.713 -17.735
25 H -15.397 -19.181 -16.076
26 Br -25.204 -23.550 -19.006
27 C -23.876 -22.495 -19.933
28 C -22.538 -23.158 -19.795
29 Br -21.125 -22.054 -20.536
30 H -23.793 -21.509 -19.472
31 H -24.220 -22.290 -20.941
32 H -22.476 -24.076 -20.375
33 H -22.272 -23.415 -18.775
34 Br -17.372 -24.837 -22.898
35 C -18.747 -26.060 -22.317
36 C -19.590 -25.500 -21.184
37 Br -21.089 -26.678 -20.812
38 H -18.253 -26.981 -22.019
39 H -19.390 -26.283 -23.165
40 H -20.005 -24.553 -21.525
41 H -18.991 -25.351 -20.293
42 C -17.980 -26.433 -11.634
43 C -17.540 -25.010 -11.599
44 C -18.212 -24.128 -12.684
45 O -18.936 -23.149 -11.953
46 C -18.716 -23.292 -10.627
47 O -19.014 -22.507 -9.806
48 O -18.030 -24.435 -10.374
49 H -17.719 -26.956 -12.555
50 H -19.073 -26.486 -11.581
51 H -17.632 -27.009 -10.776
52 H -16.457 -24.899 -11.638
53 H -18.876 -24.739 -13.296
54 H -17.456 -23.715 -13.351
55 C -23.193 -21.479 -16.528
56 C -24.255 -20.729 -15.743
57 C -25.696 -21.223 -15.925
58 O -25.889 -22.157 -14.872
59 C -24.996 -21.876 -13.893
60 O -25.010 -22.385 -12.825
61 O -24.061 -21.034 -14.340
62 H -22.861 -20.969 -17.430
63 H -23.574 -22.479 -16.753
64 H -22.316 -21.631 -15.896
65 H -24.194 -19.656 -15.905
66 H -25.857 -21.760 -16.861
67 H -26.417 -20.404 -15.865

Output
Charge: -1
Lowest unoccupied orbital energy (alpha / beta) in eV: 1.9 / 1.9
Spin multiplicity: 6

Need the natural (NBO) charges? In units of e they are: atom 1 (Mn): 1.599, atom 2 (C): -0.653, atom 3 (C): -0.004, atom 4 (O): -1.019, atom 5 (H): 0.204, atom 6 (H): 0.215, atom 7 (H): 0.174, atom 8 (H): 0.106, atom 9 (H): 0.105, atom 10 (C): -0.624, atom 11 (C): -0.058, atom 12 (O): -0.995, atom 13 (H): 0.195, atom 14 (H): 0.163, atom 15 (H): 0.206, atom 16 (H): 0.134, atom 17 (H): 0.124, atom 18 (C): -0.641, atom 19 (C): -0.037, atom 20 (O): -0.982, atom 21 (H): 0.188, atom 22 (H): 0.185, atom 23 (H): 0.203, atom 24 (H): 0.117, atom 25 (H): 0.110, atom 26 (Br): -0.004, atom 27 (C): -0.456, atom 28 (C): -0.460, atom 29 (Br): 0.008, atom 30 (H): 0.230, atom 31 (H): 0.230, atom 32 (H): 0.224, atom 33 (H): 0.240, atom 34 (Br): 0.006, atom 35 (C): -0.453, atom 36 (C): -0.451, atom 37 (Br): -0.015, atom 38 (H): 0.219, atom 39 (H): 0.221, atom 40 (H): 0.237, atom 41 (H): 0.234, atom 42 (C): -0.631, atom 43 (C): 0.063, atom 44 (C): -0.089, atom 45 (O): -0.477, atom 46 (C): 0.975, atom 47 (O): -0.569, atom 48 (O): -0.504, atom 49 (H): 0.217, atom 50 (H): 0.218, atom 51 (H): 0.222, atom 52 (H): 0.183, atom 53 (H): 0.190, atom 54 (H): 0.199, atom 55 (C): -0.669, atom 56 (C): 0.057, atom 57 (C): -0.101, atom 58 (O): -0.501, atom 59 (C): 0.970, atom 60 (O): -0.588, atom 61 (O): -0.485, atom 62 (H): 0.226, atom 63 (H): 0.205, atom 64 (H): 0.269, atom 65 (H): 0.216, atom 66 (H): 0.202, atom 67 (H): 0.176


Entry 3:
# C18H35BrFN2O4P

A cluster of 3 separate species, C18H35BrFN2O4P in total (the ωB97M-V functional and the def2-TZVPD basis, the Open Molecules 2025 dataset).

Cartesian coordinates (Å):
1 C -2.340 1.901 -1.826
2 C -1.377 3.066 -1.560
3 C -0.375 2.937 -0.405
4 Br -1.206 2.260 1.241
5 C 0.950 2.256 -0.714
6 C 2.000 2.472 0.380
7 O 2.169 3.456 1.041
8 O 2.788 1.368 0.459
9 C 2.664 0.764 -0.852
10 C 1.149 0.760 -1.122
11 C 0.542 -0.290 -0.185
12 C 1.118 -1.707 -0.328
13 F -0.847 -0.359 -0.399
14 P 0.827 0.533 -2.978
15 C 0.049 -1.117 -3.214
16 C 2.479 0.256 -3.766
17 C 2.265 -0.208 -5.223
18 H -3.348 2.295 -1.986
19 H -2.406 1.199 -1.001
20 H -2.076 1.372 -2.745
21 H -0.767 3.210 -2.460
22 H -1.926 3.996 -1.409
23 H -0.100 3.950 -0.105
24 H 1.325 2.817 -1.586
25 H 3.171 1.456 -1.533
26 H 3.202 -0.175 -0.936
27 H 0.680 0.039 0.847
28 H 1.534 -2.056 0.612
29 H 0.305 -2.387 -0.583
30 H 1.846 -1.784 -1.135
31 H -0.805 -1.232 -2.551
32 H -0.265 -1.176 -4.256
33 H 0.748 -1.939 -3.033
34 H 3.083 -0.480 -3.226
35 H 2.994 1.217 -3.774
36 H 1.303 0.139 -5.611
37 H 3.049 0.214 -5.853
38 H 2.304 -1.296 -5.288
39 C 2.849 -4.694 0.968
40 O 1.764 -4.552 0.438
41 N 3.050 -5.336 2.133
42 C 4.366 -5.471 2.724
43 C 1.901 -5.909 2.813
44 H 3.779 -4.292 0.528
45 H 4.632 -6.525 2.829
46 H 4.393 -5.003 3.710
47 H 5.105 -4.987 2.088
48 H 1.411 -6.645 2.175
49 H 1.173 -5.133 3.050
50 H 2.231 -6.389 3.731
51 C -6.452 3.592 2.530
52 O -6.361 4.345 1.581
53 N -5.409 3.142 3.253
54 C -5.578 2.246 4.376
55 C -4.069 3.576 2.883
56 H -7.423 3.206 2.887
57 H -5.197 2.701 5.292
58 H -5.044 1.309 4.203
59 H -6.635 2.024 4.511
60 H -3.998 4.662 2.947
61 H -3.851 3.281 1.860
62 H -3.344 3.124 3.555

Output
Charge: 0
Lowest unoccupied orbital energy in eV: 0.5
SMILES: CC[C@@H](Br)[C@H]1C(=O)OC[C@]1([C@H](C)F)P(C)CC.CN(C)C=O.CN(C)C=O

Need the natural (NBO) charges? In units of e they are: atom 1 (C): -0.632, atom 2 (C): -0.433, atom 3 (C): -0.196, atom 4 (Br): -0.031, atom 5 (C): -0.372, atom 6 (C): 0.804, atom 7 (O): -0.546, atom 8 (O): -0.505, atom 9 (C): -0.088, atom 10 (C): -0.343, atom 11 (C): 0.195, atom 12 (C): -0.653, atom 13 (F): -0.385, atom 14 (P): 0.800, atom 15 (C): -0.955, atom 16 (C): -0.714, atom 17 (C): -0.612, atom 18 (H): 0.216, atom 19 (H): 0.235, atom 20 (H): 0.212, atom 21 (H): 0.223, atom 22 (H): 0.218, atom 23 (H): 0.244, atom 24 (H): 0.251, atom 25 (H): 0.182, atom 26 (H): 0.218, atom 27 (H): 0.191, atom 28 (H): 0.231, atom 29 (H): 0.250, atom 30 (H): 0.200, atom 31 (H): 0.262, atom 32 (H): 0.239, atom 33 (H): 0.219, atom 34 (H): 0.207, atom 35 (H): 0.224, atom 36 (H): 0.211, atom 37 (H): 0.218, atom 38 (H): 0.213, atom 39 (C): 0.529, atom 40 (O): -0.629, atom 41 (N): -0.427, atom 42 (C): -0.399, atom 43 (C): -0.416, atom 44 (H): 0.105, atom 45 (H): 0.197, atom 46 (H): 0.198, atom 47 (H): 0.211, atom 48 (H): 0.216, atom 49 (H): 0.216, atom 50 (H): 0.203, atom 51 (C): 0.528, atom 52 (O): -0.623, atom 53 (N): -0.431, atom 54 (C): -0.397, atom 55 (C): -0.418, atom 56 (H): 0.101, atom 57 (H): 0.194, atom 58 (H): 0.195, atom 59 (H): 0.209, atom 60 (H): 0.213, atom 61 (H): 0.224, atom 62 (H): 0.202


Entry 4:
# C18H35CoN4PS

A structure of composition C18H35CoN4PS (the ωB97M-V functional and the def2-TZVPD basis, the Open Molecules 2025 dataset).

Cartesian coordinates (Å):
1 Co -0.683 -0.406 0.457
2 N -0.779 -2.684 0.787
3 N -1.884 -3.371 0.273
4 C -3.026 -2.668 0.056
5 N -4.092 -3.456 -0.194
6 S -3.131 -1.016 0.117
7 H 0.060 -3.179 0.531
8 H -0.839 -2.595 1.794
9 H -2.017 -4.309 0.612
10 H -3.955 -4.394 -0.532
11 H -4.922 -2.980 -0.503
12 C -2.032 -0.723 4.015
13 C -1.304 0.575 4.224
14 C -1.381 1.243 5.438
15 C -0.694 2.428 5.665
16 C 0.092 2.933 4.636
17 C 0.193 2.295 3.406
18 C 1.053 2.856 2.305
19 C -0.518 1.095 3.158
20 N -0.440 0.453 1.958
21 H -2.641 -0.974 4.887
22 H -1.322 -1.548 3.842
23 H -2.677 -0.680 3.137
24 H -1.994 0.819 6.231
25 H -0.762 2.938 6.620
26 H 0.650 3.853 4.791
27 H 1.672 3.678 2.673
28 H 0.441 3.232 1.473
29 H 1.705 2.079 1.892
30 C 2.405 -2.047 -1.270
31 C 1.644 -1.231 -2.326
32 C 2.613 -0.710 -3.395
33 P 0.486 -0.005 -1.539
34 C 1.429 1.554 -1.189
35 C 1.799 2.528 -2.310
36 C 2.659 1.197 -0.343
37 C -0.798 0.274 -2.863
38 C -0.418 0.852 -4.228
39 C -1.554 -1.047 -3.111
40 H 2.856 -2.935 -1.725
41 H 1.747 -2.368 -0.461
42 H 3.209 -1.461 -0.821
43 H 0.942 -1.915 -2.811
44 H 3.457 -0.188 -2.940
45 H 2.142 -0.030 -4.102
46 H 3.022 -1.550 -3.965
47 H 0.729 2.054 -0.519
48 H 2.344 2.052 -3.128
49 H 2.448 3.302 -1.891
50 H 0.923 3.032 -2.718
51 H 3.462 0.791 -0.963
52 H 2.418 0.473 0.440
53 H 3.040 2.096 0.147
54 H -1.488 0.968 -2.374
55 H 0.169 0.137 -4.808
56 H 0.129 1.787 -4.178
57 H -1.338 1.037 -4.792
58 H -1.032 -1.643 -3.866
59 H -2.562 -0.846 -3.489
60 H -1.654 -1.651 -2.208

Output
Charge: 0
Lowest unoccupied orbital energy (alpha / beta) in eV: 0.0 / 0.0
Spin multiplicity: 4

Need the natural (NBO) charges? In units of e they are: atom 1 (Co): 0.904, atom 2 (N): -0.669, atom 3 (N): -0.451, atom 4 (C): 0.273, atom 5 (N): -0.788, atom 6 (S): -0.180, atom 7 (H): 0.381, atom 8 (H): 0.388, atom 9 (H): 0.373, atom 10 (H): 0.391, atom 11 (H): 0.418, atom 12 (C): -0.616, atom 13 (C): -0.106, atom 14 (C): -0.201, atom 15 (C): -0.284, atom 16 (C): -0.201, atom 17 (C): -0.090, atom 18 (C): -0.624, atom 19 (C): 0.227, atom 20 (N): -1.021, atom 21 (H): 0.202, atom 22 (H): 0.183, atom 23 (H): 0.215, atom 24 (H): 0.191, atom 25 (H): 0.200, atom 26 (H): 0.192, atom 27 (H): 0.200, atom 28 (H): 0.204, atom 29 (H): 0.211, atom 30 (C): -0.599, atom 31 (C): -0.524, atom 32 (C): -0.615, atom 33 (P): 0.808, atom 34 (C): -0.531, atom 35 (C): -0.611, atom 36 (C): -0.617, atom 37 (C): -0.514, atom 38 (C): -0.611, atom 39 (C): -0.614, atom 40 (H): 0.208, atom 41 (H): 0.196, atom 42 (H): 0.216, atom 43 (H): 0.222, atom 44 (H): 0.208, atom 45 (H): 0.213, atom 46 (H): 0.211, atom 47 (H): 0.253, atom 48 (H): 0.203, atom 49 (H): 0.216, atom 50 (H): 0.209, atom 51 (H): 0.193, atom 52 (H): 0.233, atom 53 (H): 0.224, atom 54 (H): 0.234, atom 55 (H): 0.200, atom 56 (H): 0.217, atom 57 (H): 0.213, atom 58 (H): 0.198, atom 59 (H): 0.220, atom 60 (H): 0.216